Below is a 12-piece molecular cluster, C39H53FO36 overall at a distorted geometry, with properties calculated with ωB97M-V with the def2-TZVPD basis set.

Geometry (Å):
O1 -4.544 3.003 5.366
C1 -3.864 3.140 4.407
O2 -2.573 3.430 4.365
C2 -2.132 3.657 3.021
C3 -3.267 3.038 2.224
F1 -2.948 1.761 1.789
O3 -4.355 2.985 3.106
H1 -2.033 4.724 2.832
H2 -1.177 3.172 2.849
H3 -3.532 3.668 1.376
C4 3.411 -3.019 -1.617
C5 3.313 -4.536 -1.578
C6 2.421 -5.061 -2.727
O4 3.155 -6.130 -3.316
C7 4.464 -5.981 -2.979
O5 5.347 -6.573 -3.492
O6 4.582 -5.095 -1.995
H4 4.298 -2.761 -1.036
H5 2.558 -2.542 -1.126
H6 3.399 -2.642 -2.633
H7 3.192 -4.950 -0.579
H8 2.301 -4.282 -3.481
H9 1.446 -5.383 -2.379
C8 3.511 2.108 4.345
C9 2.513 1.053 4.838
C10 1.481 1.636 5.792
O7 0.239 1.416 5.118
C11 0.428 0.925 3.898
O8 -0.385 0.805 3.023
O9 1.769 0.714 3.655
H10 4.290 1.727 3.678
H11 4.140 2.481 5.164
H12 3.012 2.887 3.768
H13 3.125 0.266 5.283
H14 1.631 2.697 5.996
H15 1.481 1.115 6.749
C12 4.057 -0.135 -4.652
C13 2.813 0.245 -3.902
C14 2.877 1.260 -2.778
O10 1.877 2.216 -3.124
C15 1.297 1.897 -4.321
O11 0.469 2.560 -4.823
O12 1.933 0.866 -4.875
H16 4.885 -0.519 -4.051
H17 4.465 0.752 -5.143
H18 3.894 -0.920 -5.389
H19 2.213 -0.608 -3.566
H20 3.845 1.769 -2.822
H21 2.752 0.844 -1.784
O13 -0.032 -3.672 -1.519
C16 -0.569 -3.243 -2.494
O14 -1.865 -3.297 -2.734
C17 -2.209 -2.670 -3.971
C18 -0.885 -2.073 -4.429
O15 0.089 -2.602 -3.509
H22 -2.709 -3.378 -4.632
H23 -2.956 -1.914 -3.724
H24 -0.906 -0.986 -4.486
H25 -0.616 -2.418 -5.428
O16 -2.528 -0.302 -1.856
C19 -1.528 0.014 -1.289
O17 -0.918 1.196 -1.444
C20 0.163 1.346 -0.501
C21 0.279 -0.053 0.055
O18 -0.973 -0.699 -0.298
H26 1.087 1.620 -1.002
H27 -0.084 2.084 0.264
H28 0.475 -0.215 1.106
H29 1.001 -0.614 -0.561
O19 -1.772 -6.047 3.014
C22 -1.612 -4.927 3.325
O20 -2.223 -3.859 2.801
C23 -1.571 -2.655 3.228
C24 -0.796 -3.144 4.477
O21 -0.766 -4.541 4.321
H30 -0.850 -2.362 2.466
H31 -2.357 -1.937 3.435
H32 -1.224 -2.765 5.404
H33 0.188 -2.703 4.329
O22 3.771 2.359 0.085
C25 4.248 3.284 0.636
O23 5.006 3.238 1.754
C26 5.237 4.565 2.264
C27 4.849 5.433 1.065
O24 4.161 4.552 0.199
H34 4.623 4.574 3.164
H35 6.264 4.789 2.550
H36 5.746 5.780 0.560
H37 4.198 6.231 1.418
O25 1.851 -2.199 2.939
C28 2.926 -1.845 2.634
O26 3.183 -1.186 1.465
C29 4.552 -0.751 1.454
C30 5.135 -1.479 2.659
O27 3.989 -1.689 3.452
H38 5.007 -1.049 0.513
H39 4.542 0.334 1.542
H40 5.880 -0.848 3.138
H41 5.610 -2.401 2.320
O28 -8.366 0.060 -0.621
C31 -7.406 0.750 -0.694
O29 -7.451 2.049 -1.072
C32 -6.139 2.589 -1.122
C33 -5.232 1.433 -0.645
O30 -6.156 0.385 -0.403
H42 -5.959 2.957 -2.132
H43 -6.060 3.457 -0.465
H44 -4.705 1.753 0.239
H45 -4.519 1.157 -1.417
O31 -2.267 4.746 -0.132
C34 -2.241 4.437 -1.286
O32 -1.156 4.388 -2.049
C35 -1.384 3.840 -3.357
C36 -2.936 3.925 -3.367
O33 -3.330 4.050 -2.031
H46 -0.887 4.449 -4.106
H47 -0.987 2.835 -3.499
H48 -3.387 3.087 -3.899
H49 -3.187 4.794 -3.988
O34 -6.753 -5.070 1.261
C37 -6.263 -4.371 0.435
O35 -4.958 -4.007 0.399
C38 -4.698 -3.468 -0.885
C39 -6.078 -2.947 -1.355
O36 -6.949 -3.733 -0.519
H50 -3.926 -2.700 -0.897
H51 -4.340 -4.242 -1.574
H52 -6.283 -3.249 -2.377
H53 -6.182 -1.905 -1.075

## Properties
- HOMO energy: -10.012 eV
- SMILES: O=C1OC[C@@H](F)O1.C[C@H]1COC(=O)O1.C[C@H]1COC(=O)O1.C[C@H]1COC(=O)O1.O=C1OCCO1.O=C1OCCO1.O=C1OCCO1.O=C1OCCO1.O=C1OCCO1.O=C1OCCO1.O=C1OCCO1.O=C1OCCO1
- Orbital gap: 9.53 eV